1.
{
  "formula": "C4H14O3",
  "method": "ωB97M-V/def2-TZVPD",
  "smiles": "CCCCO.O.O",
  "elements": ["O", "O", "O", "C", "C", "C", "C", "H", "H", "H", "H", "H", "H", "H", "H", "H", "H", "H", "H", "H", "H"],
  "positions_angstrom": [[1.75342, -0.08435, -2.73721], [-1.35187, -1.66453, 2.70168], [0.84990, -2.10371, -1.34209], [-0.11377, 0.70457, 0.12057], [-0.29153, -0.97560, 2.00016], [-0.69672, 0.37286, 1.48156], [-0.48193, 2.11544, -0.31103], [-0.40518, 1.14023, 2.20187], [-1.53747, 2.29933, -0.16862], [0.98438, 0.65312, 0.05849], [-0.14314, 2.26293, -1.34687], [1.68074, -1.86058, -1.76944], [0.11438, 2.86830, 0.19619], [0.51162, -0.98845, 2.76511], [1.49678, -0.21942, -3.65844], [-1.78125, 0.51880, 1.50238], [0.12333, -1.67689, 1.26089], [1.49733, 0.81703, -2.49367], [-0.45321, -0.08231, -0.56286], [0.39565, -2.53951, -2.06749], [-2.15148, -1.55726, 2.16881]],
  "atomic_forces_ev_per_a": [[0.27, 0.47, -0.42], [-0.23, 0.40, -0.34], [0.12, -0.71, -0.04], [0.05, -0.02, -0.19], [0.43, -1.94, 1.23], [0.68, 0.88, 0.51], [0.79, -0.26, -0.75], [0.31, 0.08, 0.11], [-0.25, 0.30, -0.27], [-0.20, -0.33, 0.52], [-0.69, -0.02, -0.09], [-0.09, 0.37, 0.33], [-0.17, 0.04, 0.63], [-0.32, 0.70, -0.36], [0.01, 0.30, 0.21], [-0.13, -0.49, -0.45], [-0.39, 0.50, -0.49], [0.01, -0.35, -0.20], [-0.03, 0.39, -0.20], [-0.32, -0.16, 0.10], [0.16, -0.16, 0.16]]
}

=====

2.
{
  "formula": "C4H14O3",
  "method": "ωB97M-V/def2-TZVPD",
  "smiles": "C=CCC.O.O.O",
  "elements": ["O", "O", "O", "C", "C", "C", "C", "H", "H", "H", "H", "H", "H", "H", "H", "H", "H", "H", "H", "H", "H"],
  "positions_angstrom": [[2.30080, -2.72698, -0.18469], [-0.71475, -2.96961, -1.68699], [-0.39349, 3.64785, 1.29952], [-1.09041, 0.36663, -0.83638], [-1.45916, 1.63310, -0.84608], [0.11255, -0.10621, -0.03651], [0.54814, 0.29380, 1.35926], [0.99464, 0.13595, -0.65705], [0.11166, -1.19559, -0.11086], [-1.04057, 3.35708, 1.93496], [-0.32238, 0.47950, 2.00387], [1.39078, -2.97146, 0.03432], [-1.04595, -3.05715, -2.56498], [0.16231, -3.40221, -1.64183], [-1.54117, -0.46693, -1.35678], [-0.89613, 2.40775, -0.34445], [1.17978, 1.17696, 1.38376], [2.35573, -1.80542, 0.11649], [0.45851, 3.63476, 1.73175], [1.14217, -0.45699, 1.87942], [-2.25307, 2.02517, -1.47677]],
  "atomic_forces_ev_per_a": [[-0.27, 0.23, 0.19], [0.95, -0.17, 1.36], [0.13, 0.44, -0.49], [0.74, 0.00, 1.52], [-0.34, 0.55, -0.89], [1.52, -1.03, -1.29], [-0.98, 0.65, 0.90], [-0.21, -0.06, -0.19], [-0.30, 0.03, 0.22], [-0.21, -0.19, 0.41], [0.19, 0.06, -0.03], [0.26, 0.05, 0.10], [-0.13, -0.24, -1.01], [-0.78, 0.37, -0.48], [-0.40, 0.33, -0.28], [0.01, -0.24, 0.25], [-0.17, 0.32, -0.17], [0.03, -0.35, -0.21], [0.17, -0.03, 0.28], [-0.06, -0.39, -0.28], [-0.14, -0.33, 0.07]]
}

=====

3.
{
  "formula": "C4H14O3S",
  "method": "ωB97M-V/def2-TZVPD",
  "smiles": "OCCCCS.O.O",
  "elements": ["S", "O", "O", "O", "C", "C", "C", "C", "H", "H", "H", "H", "H", "H", "H", "H", "H", "H", "H", "H", "H", "H"],
  "positions_angstrom": [[-1.79133, 2.96117, 1.72921], [-0.01764, 0.70754, -2.55206], [-0.46344, -2.16627, 0.29410], [0.89721, -2.81295, -1.96730], [-0.45557, 0.64240, 0.80769], [0.79861, -0.09741, 0.42347], [-0.25864, 2.23826, 1.13340], [0.69118, -1.63861, 1.00504], [1.72529, 0.39907, 0.64869], [0.49986, 2.47171, 1.94582], [0.90159, -0.18805, -0.63778], [0.10718, -2.16267, -2.15831], [-1.04121, 0.27048, 1.64759], [1.50579, -2.40066, 0.71032], [-1.20794, -1.49573, 0.47163], [-0.02458, 1.37092, -1.81577], [0.20587, 2.73828, 0.18810], [-2.50883, 2.26438, 0.77209], [0.64254, -1.52305, 2.09898], [-1.24413, 0.75466, -0.04639], [0.41666, -3.42777, -1.42572], [0.62154, 1.09429, -3.27281]],
  "atomic_forces_ev_per_a": [[-0.51, -0.63, -1.21], [1.66, 1.81, -1.27], [-1.47, 1.64, 1.96], [-2.18, 2.21, -1.30], [-1.41, 3.55, -0.80], [0.42, -2.71, 0.49], [2.11, -0.78, -0.69], [0.76, 1.10, -2.27], [0.33, 0.34, 1.03], [-0.78, -0.71, -0.86], [-0.36, -0.32, -0.69], [2.55, -1.55, 0.45], [0.33, -0.37, 0.23], [-0.92, 1.77, 0.49], [1.47, -1.73, -0.45], [0.13, -0.74, -1.14], [-1.10, -0.63, 1.49], [0.13, 0.75, 0.80], [-0.55, -0.59, -0.23], [1.36, -0.73, 1.12], [-0.12, -0.65, 0.61], [-1.87, -1.03, 2.23]]
}

=====

4.
{
  "formula": "C4H14OSi2",
  "method": "ωB97M-V/def2-TZVPD",
  "elements": ["Si", "Si", "O", "C", "C", "C", "C", "H", "H", "H", "H", "H", "H", "H", "H", "H", "H", "H", "H", "H", "H"],
  "positions_angstrom": [[-0.88615, 1.00181, 0.61636], [0.47557, -0.70956, 0.08805], [-0.16418, 2.22372, -0.10763], [0.98753, -1.69501, 1.72856], [1.91217, -0.46054, -1.19582], [-0.77340, 3.45905, -0.34812], [-0.55681, -2.16536, -0.64896], [-1.83820, 1.19055, 1.60758], [1.86498, -1.33646, -1.91054], [-0.92007, 4.07731, 0.58006], [0.97382, -2.68806, 1.64680], [-1.22030, -2.40759, 0.09008], [-0.12597, 4.07245, -0.90989], [2.86520, -0.50365, -0.88057], [-3.02780, 1.13339, -0.82362], [-1.01266, -1.83309, -1.45179], [1.91608, -1.41017, 2.04426], [0.02664, -3.16049, -0.75300], [-1.82331, 3.15009, -0.71626], [1.63454, 0.34613, -1.84284], [0.37669, -1.44503, 2.47748]],
  "atomic_forces_ev_per_a": [[-1.70, -0.51, -3.01], [1.48, -4.18, 0.13], [1.28, 0.73, 0.40], [0.28, 3.52, -3.52], [-4.22, -1.52, -1.34], [-2.69, -0.01, 1.47], [4.58, -1.34, 2.61], [-0.77, 0.36, 1.84], [-0.37, 0.55, 0.92], [0.01, -0.85, -0.37], [-0.13, -4.00, -0.88], [-2.26, -0.47, 1.86], [0.36, 0.39, -1.45], [3.30, 0.67, 1.43], [1.90, -0.25, 1.09], [-2.41, 0.98, -4.29], [2.73, 0.77, 0.83], [-0.49, 1.93, -0.31], [1.40, 1.24, -0.21], [0.41, 0.94, -0.18], [-2.70, 1.06, 2.98]]
}

=====

Record-wise E_tot values, in a.u.: -386.486536, -386.464996, -784.634380, -814.865427
Record-wise HOMO-LUMO gap values, in eV: 10.2, 10.0, 9.8, 7.6
Record-wise energy relative to the best compared isomer or geometry (same formula, charge and spin) values, in kcal/mol: 25.3, 38.8, 43.0, 146.5